{"formula": "C32H30FN4O5RhS2Te", "method": "the ωB97M-V functional and the def2-TZVPD basis", "symbols": ["Rh", "C", "C", "C", "C", "C", "C", "C", "F", "C", "C", "C", "O", "C", "C", "N", "C", "C", "O", "O", "H", "H", "H", "H", "H", "H", "H", "H", "H", "H", "H", "N", "C", "C", "C", "C", "C", "C", "S", "O", "O", "N", "C", "S", "C", "C", "N", "H", "H", "H", "H", "H", "H", "H", "H", "C", "C", "C", "C", "C", "C", "Te", "C", "C", "C", "H", "H", "H", "H", "H", "H", "H", "H", "H", "H", "H"], "coordinates": [[-0.41025, 1.66825, 0.07743], [3.89616, -1.91655, 5.01590], [4.62019, -1.01505, 4.02468], [5.90666, -1.66564, 3.54141], [6.63096, -0.75355, 2.56839], [5.72558, -0.41958, 1.41707], [6.22956, -0.13484, 0.16941], [5.37075, 0.17854, -0.87962], [5.91596, 0.45995, -2.08066], [4.01816, 0.20957, -0.72246], [3.48342, -0.07508, 0.54069], [2.03220, 0.02344, 0.71611], [1.31988, 0.31929, -0.27033], [1.54766, -0.22300, 2.03205], [2.43897, -0.56869, 3.00776], [3.76663, -0.68118, 2.85346], [4.32858, -0.39764, 1.60880], [0.09043, -0.17747, 2.45430], [-0.19015, -0.54453, 3.58793], [-0.76249, 0.22894, 1.58224], [4.62819, -2.32061, 5.71452], [3.41690, -2.75182, 4.50332], [3.14390, -1.39187, 5.60139], [4.87256, -0.06793, 4.51377], [5.66522, -2.61929, 3.06216], [6.52942, -1.88256, 4.40921], [7.54931, -1.21180, 2.20102], [6.92086, 0.16730, 3.08512], [7.29713, -0.15039, -0.01091], [3.34700, 0.44728, -1.53476], [2.03035, -0.77435, 3.98572], [5.98961, 5.21827, -3.97293], [4.67893, 4.89442, -3.66772], [3.68830, 5.87742, -3.65016], [2.37022, 5.54302, -3.38950], [2.02922, 4.22273, -3.14639], [3.00720, 3.23395, -3.16554], [4.32043, 3.56243, -3.42232], [0.36782, 3.76324, -2.79308], [0.03682, 2.60375, -3.56887], [-0.44095, 4.95365, -2.90632], [0.43077, 3.26483, -1.25299], [0.45506, 4.13957, -0.21992], [0.30438, 5.86126, -0.21898], [0.24486, 5.83280, 1.51473], [0.29577, 4.56295, 1.96479], [0.44028, 3.60129, 0.99388], [6.25973, 6.17916, -3.85332], [6.69479, 4.55660, -3.69813], [3.95396, 6.90885, -3.84887], [1.59914, 6.30157, -3.37955], [2.72475, 2.20504, -2.98523], [5.07775, 2.78742, -3.44501], [0.17696, 6.74181, 2.08736], [0.26217, 4.26202, 3.00108], [-6.76120, -2.48893, 0.12796], [-5.85287, -1.29140, 0.08017], [-5.55262, -0.66330, -1.12389], [-4.72365, 0.44819, -1.17880], [-4.41395, 1.07898, -2.51031], [-4.17251, 0.93125, 0.01552], [-2.97714, 2.66037, -0.10340], [-4.45030, 0.32364, 1.24022], [-3.92930, 0.83670, 2.55292], [-5.29178, -0.78468, 1.24245], [-7.08768, -2.77836, -0.87000], [-7.64919, -2.28050, 0.72713], [-6.25595, -3.34345, 0.58076], [-5.96881, -1.05263, -2.04639], [-4.90186, 0.53354, -3.31647], [-3.34049, 1.08450, -2.71676], [-4.75827, 2.11599, -2.55061], [-3.06814, 1.49326, 2.44201], [-3.60082, 0.01389, 3.18684], [-4.71697, 1.37615, 3.08579], [-5.51028, -1.26198, 2.19242]], "forces_ev_per_a": [[-0.1, -0.4, 0.2], [0.0, 0.0, 0.0], [0.0, 0.0, 0.0], [0.0, 0.0, 0.0], [0.0, 0.0, 0.0], [0.0, 0.0, 0.0], [0.0, 0.0, 0.0], [0.0, 0.0, 0.0], [0.0, 0.0, 0.0], [0.0, 0.0, 0.0], [0.0, 0.0, 0.0], [0.0, 0.0, 0.0], [0.2, 0.1, 0.0], [0.0, 0.0, 0.0], [0.0, 0.0, 0.0], [0.0, 0.0, 0.0], [0.0, 0.0, 0.0], [0.0, 0.0, 0.1], [0.0, 0.0, 0.0], [-0.2, 0.1, -0.2], [0.0, 0.0, 0.0], [0.0, 0.0, 0.0], [0.0, 0.0, 0.0], [0.0, 0.0, 0.0], [0.0, 0.0, 0.0], [0.0, 0.0, 0.0], [0.0, 0.0, 0.0], [0.0, 0.0, 0.0], [0.0, 0.0, 0.0], [0.0, 0.0, 0.0], [0.0, 0.0, 0.0], [0.0, 0.0, -0.1], [0.0, 0.0, 0.0], [0.0, 0.0, 0.0], [0.0, 0.0, 0.0], [0.0, 0.0, 0.0], [0.0, 0.0, 0.0], [0.0, 0.0, 0.0], [0.0, 0.0, 0.1], [0.0, 0.0, 0.0], [0.0, 0.0, 0.0], [-0.1, 0.1, 0.0], [0.0, -0.1, 0.0], [0.1, 0.1, 0.1], [0.0, 0.0, 0.0], [0.1, 0.0, 0.1], [-0.1, 0.2, -0.1], [0.0, 0.0, 0.0], [0.0, 0.0, 0.0], [0.0, 0.0, 0.0], [0.0, 0.0, 0.0], [0.0, 0.0, 0.0], [0.0, 0.0, 0.0], [0.0, 0.0, 0.0], [0.0, 0.0, 0.0], [0.0, 0.0, 0.0], [0.0, 0.0, -0.1], [0.0, -0.1, 0.1], [0.1, 0.0, 0.0], [0.0, 0.0, 0.0], [-0.1, -0.1, -0.1], [0.0, 0.1, 0.0], [0.0, 0.0, 0.0], [0.0, -0.1, 0.1], [0.0, 0.0, 0.0], [0.0, 0.0, 0.0], [0.0, 0.0, 0.0], [0.0, 0.0, 0.0], [0.0, 0.0, 0.0], [0.0, 0.0, 0.0], [0.0, 0.0, 0.0], [0.0, 0.0, 0.0], [0.1, 0.0, -0.1], [0.0, 0.0, 0.0], [0.0, 0.0, 0.0], [0.0, 0.0, 0.0]], "mulliken_spin": [2.51, 0.00, 0.00, 0.00, 0.00, 0.00, 0.00, 0.00, 0.00, 0.01, 0.01, -0.01, 0.07, 0.00, 0.00, 0.00, 0.00, 0.02, 0.02, 0.10, 0.00, 0.00, 0.00, 0.00, 0.00, 0.00, 0.00, 0.00, 0.00, 0.00, 0.00, 0.00, 0.00, 0.00, 0.00, 0.00, 0.00, 0.00, 0.00, 0.00, 0.00, 0.09, -0.01, 0.00, 0.01, 0.00, 0.08, 0.00, 0.00, 0.00, 0.00, 0.00, 0.00, 0.00, 0.00, 0.00, 0.02, 0.01, -0.07, 0.07, -0.03, 1.09, -0.01, 0.01, 0.00, 0.00, 0.00, 0.00, 0.00, 0.00, -0.01, -0.01, 0.01, 0.00, 0.00, 0.00], "spin_multiplicity": 5, "s_squared": 6.012, "lumo_ev": [-0.09, -2.07], "homo_ev": [-7.4, -7.9], "orbital_gap_ha": [0.2679, 0.2134]}